Entry from the OMol25 dataset: a structure of composition C17H19NaO4 in a non-equilibrium geometry (ωB97M-V/def2-TZVPD).

Each line ends with the Löwdin charge.
Atoms and positions in Å:
C -4.226 1.188 1.587  -0.0570
C -3.278 0.027 1.431  -0.2141
O -1.939 0.602 1.262  0.0286
C -0.992 -0.305 1.012  -0.4047
C 0.369 0.193 0.703  -0.1003
C 1.422 -0.457 1.255  -0.0525
C 2.731 0.149 1.032  -0.5040
O 2.947 1.047 0.212  0.0296
O 3.714 -0.378 1.799  -0.0313
C 4.961 0.384 1.796  -0.2252
C 6.000 -0.523 2.391  -0.0872
O -1.269 -1.519 0.994  -0.0291
H -5.257 0.828 1.711  0.0848
H -3.991 1.833 2.449  0.0922
H -4.232 1.828 0.694  0.0801
H -3.283 -0.625 2.320  0.1262
H -3.530 -0.532 0.510  0.1129
H 0.451 1.310 0.672  0.1513
H 1.356 -1.406 1.777  0.1092
H 5.244 0.693 0.781  0.1183
H 4.802 1.280 2.415  0.1262
H 6.972 -0.038 2.470  0.0740
H 5.693 -0.842 3.387  0.0736
H 6.107 -1.417 1.775  0.0777
C 0.105 -1.534 -2.942  -0.0567
Na -2.930 -2.813 0.883  0.7683
C 1.105 -1.116 -2.045  -0.0472
C 0.669 0.101 -1.373  -0.1298
C -0.630 0.416 -1.920  -0.2093
C -1.029 -0.645 -2.812  -0.2030
C -2.376 -0.752 -3.218  -0.0714
C -3.285 0.222 -2.811  -0.1376
C -2.825 1.354 -2.087  -0.1258
C -1.509 1.446 -1.618  -0.0613
H 0.159 -2.372 -3.634  0.0875
H 2.045 -1.631 -1.826  0.1019
H 1.377 0.894 -1.087  0.1072
H -2.690 -1.585 -3.857  0.0998
H -4.342 0.152 -3.098  0.0860
H -3.491 2.206 -1.896  0.0908
H -1.125 2.334 -1.092  0.1217

The frontier orbital gap comes out at 3.6 eV. The strongest force on any atom is 0.04951 Eh/bohr. The LUMO energy is -1.8 eV. The total charge is 0.